Here is a single C2H4N2 molecule in a non-equilibrium geometry from OMol25. Energies are from the ωB97M-V functional and the def2-TZVPD basis.

energy relative to the best compared isomer or geometry (same formula, charge and spin): 392.2 kJ/mol
HOMO-LUMO gap: 9.6 eV
SMILES: C#CNN

XYZ file:
```
8
Properties=species:S:1:pos:R:3:mulliken_charge:R:1
C 1.917 0.273 0.019 -0.391
C 0.814 -0.167 -0.284 -0.110
N -1.478 -0.016 0.424 -0.545
N -0.497 -0.445 -0.585 -0.241
H 2.766 0.766 0.348 0.445
H -1.879 0.721 -0.117 0.263
H -0.910 0.438 1.196 0.274
H -0.731 -1.570 -0.999 0.305
```

***

Here is a single C4H5N3O4 molecule in a non-equilibrium geometry from OMol25. Energies are from the ωB97M-V functional and the def2-TZVPD basis.

energy relative to the best compared isomer or geometry (same formula, charge and spin): 444.7 kJ/mol
HOMO-LUMO gap: 10.3 eV
SMILES: O=C1NCN=C[C@]1(O)[N+](=O)[O-]

XYZ file:
```
16
Properties=species:S:1:pos:R:3:mulliken_charge:R:1
C -0.958 -0.152 1.229 -0.187
C 0.384 -0.971 -0.898 0.243
C 0.126 1.394 -0.143 -0.482
C -0.389 -1.327 0.400 0.693
N -0.640 1.015 0.942 -0.481
N 0.617 0.351 -1.069 -0.108
N 0.548 -2.042 1.397 1.013
O 0.126 -3.088 1.813 -0.577
O 0.682 -1.858 -1.731 -0.659
O 1.615 -1.533 1.646 -0.567
O -1.582 -2.102 0.197 -0.555
H -1.760 -0.441 1.909 0.404
H -0.427 2.127 -0.891 0.280
H 0.999 2.038 0.060 0.327
H 0.970 0.573 -1.963 0.256
H -1.293 -2.942 -0.288 0.399
```

***

Here is a single C4H8O molecule in a non-equilibrium geometry from OMol25. Energies are from the ωB97M-V functional and the def2-TZVPD basis.

energy relative to the best compared isomer or geometry (same formula, charge and spin): 134.5 kJ/mol
HOMO-LUMO gap: 11.0 eV
SMILES: OC1CCC1

XYZ file:
```
13
Properties=species:S:1:pos:R:3:mulliken_charge:R:1
C 0.807 0.037 0.296 0.243
C -0.139 -1.023 -0.121 -0.638
C -1.321 -0.023 -0.109 -0.542
C -0.209 1.119 -0.127 -0.694
H 2.608 -0.468 0.184 0.323
H 0.832 0.112 1.432 0.226
H -0.335 -1.859 0.551 0.306
H -0.042 -1.377 -1.187 0.233
H -2.078 -0.086 -0.900 0.281
H -1.831 -0.020 0.781 0.265
H -0.246 1.899 0.653 0.263
H -0.055 1.611 -1.140 0.256
O 2.009 0.077 -0.314 -0.525
```

***

Here is 2 unconnected molecules or ions with the total composition C2H9N3 in a non-equilibrium geometry from OMol25. Energies are from the ωB97M-V functional and the def2-TZVPD basis.

energy relative to the best compared isomer or geometry (same formula, charge and spin): 87.6 kJ/mol
HOMO-LUMO gap: 8.2 eV
SMILES: N/C=C\N.N

XYZ file:
```
14
Properties=species:S:1:pos:R:3:mulliken_charge:R:1
C -0.190 -0.398 -0.860 -0.205
C 0.993 0.190 -0.592 -0.220
N -0.613 -1.589 -0.332 -0.517
N -1.537 1.679 1.317 -0.761
N 2.053 -0.447 0.027 -0.601
H -0.936 0.115 -1.462 0.371
H 0.174 -2.200 -0.115 0.180
H -1.335 -2.043 -0.883 0.231
H -1.689 2.246 0.484 0.247
H -2.201 0.905 1.261 0.252
H 2.814 0.185 0.264 0.246
H 1.754 -0.975 0.844 0.198
H 1.284 1.082 -1.145 0.321
H -0.570 1.251 1.193 0.257
```

***

Here is a single C3H6N2 molecule in a non-equilibrium geometry from OMol25. Energies are from the ωB97M-V functional and the def2-TZVPD basis.

energy relative to the best compared isomer or geometry (same formula, charge and spin): 526.9 kJ/mol
HOMO-LUMO gap: 10.5 eV
SMILES: [H]/N=C\N1CC1

XYZ file:
```
11
Properties=species:S:1:pos:R:3:mulliken_charge:R:1
C 1.326 -0.760 -0.094 0.095
C -0.770 0.565 -0.561 -0.361
C -1.213 -0.144 0.674 -0.350
H 0.968 1.181 0.203 0.178
H 1.874 -1.712 -0.417 0.314
H -1.268 0.510 -1.701 0.257
H -0.097 1.514 -0.247 0.265
H -0.519 0.061 1.645 0.269
H -1.972 -0.900 0.658 0.301
N 1.901 0.507 0.215 -0.613
N -0.232 -0.823 -0.374 -0.355
```

***

Here is 11 unconnected molecules or ions with the total composition C20H62O21 in a non-equilibrium geometry from OMol25. Energies are from the ωB97M-V functional and the def2-TZVPD basis.

energy relative to the best compared isomer or geometry (same formula, charge and spin): 549.2 kJ/mol
HOMO-LUMO gap: 9.7 eV
SMILES: OCCO.OCCO.OCCO.OCCO.OCCO.OCCO.OCCO.OCCO.OCCO.OCCO.O

XYZ file:
```
103
Properties=species:S:1:pos:R:3:mulliken_charge:R:1
O -27.528 -0.747 -12.868 -0.622
H -27.631 -0.576 -13.804 0.318
H -26.614 -0.530 -12.684 0.307
C -19.424 -5.565 -4.436 -0.378
C -19.097 -7.053 -4.575 -0.340
O -20.222 -7.843 -4.199 -0.513
O -20.268 -5.166 -5.548 -0.458
H -18.463 -5.071 -4.582 0.278
H -19.825 -5.241 -3.476 0.251
H -18.251 -7.328 -3.945 0.340
H -18.726 -7.194 -5.590 0.236
H -20.979 -7.874 -4.788 0.319
H -21.043 -5.697 -5.349 0.262
C -26.547 -9.582 -9.924 -0.217
C -25.720 -9.696 -11.282 -0.517
O -25.759 -11.032 -11.752 -0.502
O -26.052 -10.351 -8.857 -0.483
H -27.589 -9.779 -10.177 0.244
H -26.528 -8.552 -9.567 0.256
H -24.749 -9.236 -11.097 0.286
H -26.186 -8.990 -11.970 0.318
H -24.985 -11.476 -11.400 0.324
H -25.637 -11.164 -9.152 0.290
C -19.346 -8.867 -15.434 -0.527
C -17.898 -9.223 -15.989 -0.227
O -17.593 -10.434 -15.363 -0.553
O -19.426 -7.961 -14.322 -0.503
H -19.958 -9.750 -15.249 0.380
H -19.879 -8.404 -16.265 0.287
H -17.281 -8.453 -15.525 0.218
H -17.779 -9.199 -17.073 0.314
H -17.886 -10.484 -14.450 0.313
H -20.277 -8.029 -13.883 0.297
C -24.105 -3.695 -10.091 -0.652
C -23.626 -4.781 -11.161 -0.107
O -22.389 -5.436 -10.786 -0.467
O -23.291 -2.560 -10.090 -0.489
H -23.925 -4.132 -9.109 0.369
H -25.181 -3.562 -10.209 0.323
H -23.611 -4.213 -12.092 0.250
H -24.487 -5.448 -11.141 0.185
H -22.202 -5.244 -9.864 0.288
H -23.333 -2.120 -9.238 0.302
C -16.922 -1.126 -8.846 -0.269
C -17.402 -2.560 -8.824 -0.483
O -16.528 -3.430 -9.475 -0.545
O -15.844 -1.140 -7.944 -0.536
H -17.622 -0.375 -8.477 0.298
H -16.548 -0.993 -9.861 0.227
H -18.411 -2.741 -9.193 0.367
H -17.467 -2.889 -7.787 0.297
H -16.554 -4.294 -9.057 0.324
H -15.330 -1.927 -8.140 0.324
C -22.686 -1.774 -16.437 -0.394
C -22.400 -0.827 -15.275 -0.538
O -22.143 0.497 -15.788 -0.516
O -24.110 -1.784 -16.672 -0.511
H -22.294 -2.756 -16.174 0.267
H -22.228 -1.659 -17.419 0.421
H -21.403 -1.035 -14.889 0.315
H -22.958 -0.832 -14.338 0.358
H -21.602 0.255 -16.544 0.296
H -24.165 -2.149 -17.558 0.301
C -21.497 0.274 -4.685 -0.360
C -22.044 0.231 -3.229 -0.477
O -23.022 -0.840 -3.309 -0.458
O -22.498 0.688 -5.586 -0.501
H -21.053 -0.674 -4.988 0.263
H -20.767 1.064 -4.864 0.321
H -22.351 1.180 -2.790 0.345
H -21.213 -0.131 -2.623 0.256
H -23.853 -0.401 -3.505 0.310
H -22.836 1.487 -5.176 0.299
C -27.315 -4.142 -5.080 -0.441
C -28.131 -5.064 -5.985 -0.365
O -28.612 -6.169 -5.206 -0.522
O -26.130 -4.686 -4.506 -0.507
H -28.008 -3.882 -4.280 0.282
H -27.175 -3.142 -5.490 0.407
H -27.400 -5.397 -6.722 0.198
H -28.821 -4.402 -6.509 0.348
H -27.842 -6.581 -4.808 0.321
H -25.499 -3.976 -4.368 0.281
C -22.930 3.108 -10.696 -0.362
C -24.238 3.060 -9.966 -0.335
O -25.289 3.573 -10.704 -0.541
O -22.220 4.350 -10.603 -0.512
H -23.217 2.804 -11.703 0.215
H -22.195 2.386 -10.341 0.349
H -24.066 3.675 -9.082 0.262
H -24.524 2.028 -9.763 0.291
H -25.213 4.522 -10.825 0.305
H -21.308 4.056 -10.535 0.329
C -25.262 -7.167 -17.188 -0.433
C -25.327 -8.675 -16.861 -0.328
O -26.749 -9.052 -16.964 -0.527
O -25.381 -6.321 -16.100 -0.500
H -25.653 -6.793 -18.135 0.336
H -24.181 -7.100 -17.305 0.271
H -24.867 -9.054 -15.948 0.320
H -24.852 -9.126 -17.733 0.280
H -26.742 -10.011 -16.921 0.295
H -25.031 -5.434 -16.215 0.285
```

***

Question: What is the energy relative to the best compared isomer or geometry (same formula, charge and spin) in the second record?
Answer: 444.7 kJ/mol